CH2S2 | the ωB97M-V functional and the def2-TZVPD basis

XYZ file:
```
5
Properties=species:S:1:pos:R:3:forces:R:3
S 1.045225 -0.671677 2.745196 -0.4 0.2 0.2
S -0.958136 -1.275855 0.488859 0.7 0.6 0.1
C 0.344041 -0.388399 1.355283 1.5 1.6 -4.9
H -0.668927 -0.888342 -0.812715 -0.1 0.0 1.2
H 0.932854 0.490638 0.305849 -1.7 -2.3 3.4
```
Positions in Å, forces in eV/Å.

* HOMO energy: -0.330 Eh
* frontier orbital gap: 8.567 eV
* energy above the lowest of the compared OMol25 structures with the same formula, charge and spin: 36.1 kcal/mol



CH2S3 | the ωB97M-V functional and the def2-TZVPD basis

XYZ file:
```
6
Properties=species:S:1:pos:R:3:forces:R:3
S -0.737101 0.948868 -0.165763 0.4 0.2 -1.3
S 2.934367 -0.616805 -0.670632 0.0 0.2 0.6
S -1.800548 -0.798192 -0.045296 1.8 -1.2 2.4
C 2.879921 -0.153026 0.788794 0.0 -0.2 -0.6
H -0.716253 1.212390 1.107874 -0.2 0.2 1.1
H -2.560386 -0.593236 -1.014978 -2.0 0.8 -2.3
```
Positions in Å, forces in eV/Å.

* HOMO energy: -0.326 Eh
* frontier orbital gap: 8.849 eV
* energy above the lowest of the compared OMol25 structures with the same formula, charge and spin: 55.1 kcal/mol



CH39O19Pd | the ωB97M-V functional and the def2-TZVPD basis

XYZ file:
```
60
Properties=species:S:1:pos:R:3:forces:R:3
Pd -1.356300 1.150133 -1.826767 -2.7 0.9 -0.3
O -1.417300 -2.417867 1.916233 0.0 0.3 0.1
O -0.131300 -3.591867 -0.370767 -0.7 1.3 0.4
O 2.051700 1.118133 2.897233 0.0 2.1 -0.8
O -0.034300 0.938133 -0.903767 15.1 -3.1 10.3
O -1.469300 -0.003867 3.198233 0.8 1.0 -1.5
O 0.299700 3.161133 -2.385767 -0.9 0.2 -1.1
O 1.335700 -1.422867 3.340233 0.6 1.4 -0.1
O 1.982700 2.268133 0.284233 1.7 1.4 0.2
O -3.025300 -2.729867 -1.120767 -1.9 0.6 -2.0
O -2.649300 0.056133 -1.452767 -9.2 -7.1 2.9
O 2.326700 -2.869867 1.458233 -0.4 -1.1 0.6
O -1.009300 0.964133 -3.448767 4.6 -3.7 -15.6
O 3.442700 -0.072867 0.613233 0.8 -1.2 -0.6
O 2.478700 1.821133 -2.512767 1.2 -0.3 0.5
O -0.575300 -1.890867 -2.525767 -0.1 -0.6 0.6
O -3.474300 1.646133 0.920233 -1.5 -1.3 -0.4
O 2.086700 -1.295867 -1.663767 1.1 -0.3 -0.7
O -2.194300 2.621133 -1.439767 -8.4 11.7 4.1
O -1.166300 2.952133 1.325233 0.3 -1.2 0.9
C -0.124300 0.039133 0.183233 -0.5 -0.2 -1.7
H 1.850700 2.183133 1.222233 -0.1 -0.1 0.9
H -2.259300 3.423133 -1.939767 0.2 1.3 -0.7
H 0.772700 -2.013867 3.796233 -0.8 -1.1 0.6
H 1.603700 -0.909867 -0.952767 -1.1 0.6 0.7
H 2.042700 0.232133 3.214233 -0.3 -1.5 0.7
H 0.241700 3.680133 -1.601767 0.2 0.6 0.8
H 0.349700 -1.789867 -2.746767 0.5 0.2 -0.4
H -3.739300 1.081133 1.660233 -0.2 0.1 -0.3
H -3.133300 0.321133 -0.643767 -0.3 -0.2 0.0
H 0.733700 -3.908867 -0.519767 2.0 -0.3 0.0
H -0.654300 -4.321867 -0.634767 -1.2 -1.4 -0.2
H 0.855700 -0.076867 0.552233 1.2 -0.5 1.1
H 1.131700 2.664133 -2.325767 0.4 0.0 0.0
H -0.748300 0.505133 0.922233 -0.5 -0.5 0.8
H -2.966300 2.719133 -0.838767 0.1 0.0 0.1
H 1.604700 1.677133 3.540233 0.1 -0.2 0.2
H -0.223300 0.421133 -3.702767 -0.7 0.3 -0.5
H 3.122700 -3.209867 1.883233 0.1 0.0 -0.3
H -2.210300 -0.398867 3.583233 -2.2 -1.0 0.8
H 2.969700 -0.963867 -1.435767 0.0 -0.4 -0.2
H -0.860300 -0.019867 3.911233 1.4 0.2 0.9
H -2.657300 2.010133 1.212233 1.6 1.0 0.5
H -0.522300 -0.935867 -0.173767 0.1 0.5 0.6
H 2.771700 0.540133 0.869233 -0.9 0.8 0.5
H 2.585700 -2.327867 0.733233 0.8 0.8 -1.0
H -0.502300 2.243133 1.332233 -0.3 0.1 0.3
H -1.154300 -1.550867 2.272233 -0.3 -0.1 0.0
H 4.107700 0.538133 0.297233 0.6 0.0 0.0
H -0.759300 3.538133 0.718233 0.3 1.3 -1.0
H 1.761700 -1.906867 2.609233 -0.2 -0.3 0.0
H -2.820300 -0.898867 -1.571767 0.1 -0.4 0.1
H -1.139300 1.629133 -4.130767 0.2 0.3 -0.4
H -2.300300 -2.884867 -0.571767 1.8 -0.3 1.7
H -0.457300 -2.473867 -1.736767 -0.3 0.4 -0.5
H -2.764300 -3.014867 -2.011767 -0.1 0.0 0.3
H -0.678300 -2.644867 1.353233 0.3 -0.5 -0.2
H 2.324700 0.908133 -2.724767 -0.5 -0.9 -0.6
H 3.050700 1.677133 -1.737767 -0.2 0.8 0.0
H 1.290700 1.821133 -0.165767 -1.7 -0.8 -1.1
```
Positions in Å, forces in eV/Å.

* HOMO energy (spin up / spin down): -0.358 / -0.351 Eh
* frontier orbital gap (spin up / spin down): 7.186 / 6.836 eV
* 2S+1: 3
* expectation value of S²: 2.003
* charge: +1



CH3BCl2 | the ωB97M-V functional and the def2-TZVPD basis

XYZ file:
```
7
Properties=species:S:1:pos:R:3:forces:R:3
Cl -0.532349 -0.169507 -0.667335 -0.4 -1.7 -0.2
Cl 0.926583 -0.637203 2.247814 0.7 0.2 0.5
C -0.290099 -1.546299 1.579804 -0.2 -2.0 -0.2
B -0.050577 1.255130 -1.410256 -1.8 2.5 -0.5
H 0.198410 -2.573897 1.278959 -0.4 1.6 0.3
H 0.500257 1.994610 -0.662467 0.7 0.1 -0.5
H -0.752225 1.677165 -2.366518 1.3 -0.7 0.7
```
Positions in Å, forces in eV/Å.

* HOMO energy: -0.329 Eh
* frontier orbital gap: 8.264 eV
* energy above the lowest of the compared OMol25 structures with the same formula, charge and spin: 86.9 kcal/mol



CH3BFIO | the ωB97M-V functional and the def2-TZVPD basis

XYZ file:
```
8
Properties=species:S:1:pos:R:3:forces:R:3
I -2.648365 1.495773 1.441162 1.4 -0.7 -1.0
F -0.633761 1.239427 -1.079299 -1.4 -1.0 3.0
O 0.112966 -0.012500 0.763831 -1.6 1.7 0.8
C 0.885906 -0.701387 -0.175865 1.5 -1.6 -0.4
B -0.885818 0.747779 0.263467 1.0 1.8 -1.8
H 1.731661 -1.240418 0.354558 -1.1 0.7 -0.6
H 1.291973 -0.136192 -1.037173 -0.3 0.1 0.8
H 0.145437 -1.392482 -0.530681 0.5 -1.1 -0.8
```
Positions in Å, forces in eV/Å.

* HOMO energy: -0.369 Eh
* frontier orbital gap: 10.369 eV
* SMILES: COB(F)I
* energy above the lowest of the compared OMol25 structures with the same formula, charge and spin: 7.6 kcal/mol



CH3Br2NO2S | the ωB97M-V functional and the def2-TZVPD basis

XYZ file:
```
10
Properties=species:S:1:pos:R:3:forces:R:3
Br -0.001041 -0.105474 3.380874 0.0 -0.5 -0.9
Br 0.227446 -2.265438 0.902707 0.5 0.7 0.5
S -0.205938 1.105025 -0.649452 -1.0 -0.7 -0.4
O -1.482281 1.672574 -0.297911 -0.2 -0.1 0.3
O 0.854627 1.982587 -1.052320 0.5 -0.3 -0.7
N -0.618888 -0.055882 -1.817677 -1.7 0.4 0.7
C 0.849079 -0.731696 1.789011 0.5 0.7 1.4
H 1.894811 -0.333600 1.846687 -1.0 -1.1 -0.8
H -0.129647 -0.569510 -2.484517 2.4 -0.1 -1.0
H -1.388167 -0.698584 -1.617400 -0.1 1.0 0.9
```
Positions in Å, forces in eV/Å.

* HOMO energy (spin up / spin down): -0.314 / -0.398 Eh
* frontier orbital gap (spin up / spin down): 8.587 / 8.605 eV
* 2S+1: 3
* expectation value of S²: 2.011
* energy above the lowest of the compared OMol25 structures with the same formula, charge and spin: 0.0 kcal/mol



CH3Br2P | the ωB97M-V functional and the def2-TZVPD basis

XYZ file:
```
7
Properties=species:S:1:pos:R:3:forces:R:3
Br 0.759858 -2.400904 -0.108074 0.4 -1.1 0.3
Br -0.773545 2.210433 -0.208454 0.9 -1.4 0.4
P 0.056128 -0.665271 -1.202899 -3.0 1.4 2.0
C 0.338149 0.484928 0.281867 0.1 2.5 0.3
H -1.592766 -0.752440 -0.701652 3.0 0.0 -1.1
H 1.294966 0.930569 0.714786 -0.6 -0.8 -1.8
H -0.082790 0.192685 1.224426 -1.0 -0.7 0.0
```
Positions in Å, forces in eV/Å.

* HOMO energy: -0.365 Eh
* frontier orbital gap: 10.031 eV
* energy above the lowest of the compared OMol25 structures with the same formula, charge and spin: 53.0 kcal/mol



CH3Br2P | the ωB97M-V functional and the def2-TZVPD basis

XYZ file:
```
7
Properties=species:S:1:pos:R:3:forces:R:3
Br -0.327561 -2.085038 1.423955 -0.5 -1.0 -0.1
Br 1.432771 2.021352 -0.115131 0.5 0.4 -0.6
P 1.392497 -0.822232 1.035035 -0.6 1.9 1.5
C 0.388847 0.670397 0.619426 0.2 0.0 0.4
H -1.624524 -0.213869 -0.888385 0.3 0.1 0.2
H -0.351334 1.188003 1.263911 0.4 -1.2 -0.2
H 1.864263 -1.122203 -0.215421 -0.2 -0.4 -1.2
```
Positions in Å, forces in eV/Å.

* HOMO energy (spin up / spin down): -0.354 / -0.311 Eh
* frontier orbital gap (spin up / spin down): 8.717 / 7.956 eV
* energy above the lowest of the compared OMol25 structures with the same formula, charge and spin: 131.7 kcal/mol



CH3Br3Si | the ωB97M-V functional and the def2-TZVPD basis

XYZ file:
```
8
Properties=species:S:1:pos:R:3:forces:R:3
Br 2.967178 -1.242775 0.017960 -0.5 0.5 0.1
Br -1.914972 1.410601 0.158908 -0.7 0.4 0.9
Br 2.763809 2.379632 -0.197192 0.6 0.6 -0.3
Si 1.694745 0.578727 0.338648 -1.8 -0.1 -3.1
C -0.622688 1.015719 -1.114768 1.8 -3.8 1.2
H 1.323125 0.792869 1.666799 -0.5 -0.2 1.6
H -0.851868 -0.063220 -1.487197 0.7 2.4 0.1
H -0.491349 1.854298 -1.756932 0.5 0.1 -0.7
```
Positions in Å, forces in eV/Å.

* HOMO energy (spin up / spin down): -0.313 / -0.313 Eh
* frontier orbital gap (spin up / spin down): 7.720 / 7.721 eV
* energy above the lowest of the compared OMol25 structures with the same formula, charge and spin: 67.8 kcal/mol



CH3Br3Si | the ωB97M-V functional and the def2-TZVPD basis

XYZ file:
```
8
Properties=species:S:1:pos:R:3:forces:R:3
Br 2.449016 -1.193451 0.348686 -1.7 0.9 -0.4
Br -2.884578 0.160105 0.227998 -0.6 -0.1 -0.4
Br -0.858386 -3.050381 -0.170361 -0.3 -0.1 -0.1
Si -1.052918 -1.046950 0.597919 0.3 1.0 2.0
C -0.122122 0.267166 -0.275339 2.5 -1.7 0.5
H -0.142649 0.196611 -1.335105 0.0 0.2 -1.0
H 0.540909 1.027891 0.109170 -0.5 0.5 0.4
H -1.010081 -0.846157 2.098743 0.3 -0.6 -0.9
```
Positions in Å, forces in eV/Å.

* HOMO energy (spin up / spin down): -0.349 / -0.350 Eh
* frontier orbital gap (spin up / spin down): 6.638 / 6.739 eV
* energy above the lowest of the compared OMol25 structures with the same formula, charge and spin: 68.1 kcal/mol